P | The following is a DFT calculation (ωB97M-V/def2-TZVPD) of an isolated ion of composition C3H9N2O2 and charge +1.

Geometry as XYZ:
```
16
C3H9N2O2 | OMol25 | ωB97M-V/def2-TZVPD
C 1.800 1.321 0.687
N 1.162 0.355 -0.168
N 0.030 -0.056 0.098
O -0.552 -0.984 -0.733
C 0.265 -1.439 -1.876
O -0.626 0.295 1.152
C -2.111 0.187 1.159
H 2.390 2.035 0.012
H 2.609 0.870 1.324
H 1.068 1.860 1.409
H -0.320 -1.776 -2.672
H 0.758 -2.362 -1.669
H 0.945 -0.616 -2.171
H -2.530 0.997 0.551
H -2.415 0.097 2.188
H -2.473 -0.785 0.711
```

Its orbital gap is 11.05 eV. The structure (SMILES) is CN=[N+](OC)OC. As for the total charge: +1.


Q | The following is a DFT calculation (ωB97M-V/def2-TZVPD) of an isolated ion of composition C3H9N2O2 and charge +1.

Geometry as XYZ:
```
16
C3H9N2O2 | OMol25 | ωB97M-V/def2-TZVPD
N -0.172 -1.349 1.112
C 0.106 -0.255 0.220
N 0.889 -0.720 -0.979
C 1.160 0.996 0.830
O 2.082 1.354 0.141
C -1.166 0.385 -0.143
O -1.018 0.879 -1.451
H -0.740 -1.096 1.882
H 0.524 -1.942 1.467
H 1.798 -0.126 -0.842
H 0.708 -1.758 -1.081
H 0.284 -0.261 -1.754
H 0.729 1.666 1.613
H -1.405 1.082 0.809
H -1.983 -0.286 -0.160
H -1.796 1.429 -1.664
```

Its orbital gap is 10.12 eV. The structure (SMILES) is N[C@]([NH3+])(C=O)CO. As for the total charge: +1.


R | The following is a DFT calculation (ωB97M-V/def2-TZVPD) of a 3-piece molecular cluster, C3H9N2O2 overall.

Geometry as XYZ:
```
16
C3H9N2O2 | OMol25 | ωB97M-V/def2-TZVPD
C -1.311 -1.281 1.114
C -0.222 -1.432 1.890
N 0.855 -1.233 1.052
C 0.442 -0.990 -0.177
N -0.879 -1.039 -0.172
H -2.354 -1.308 1.383
H -0.161 -1.571 2.953
H 1.825 -1.308 1.317
H 1.128 -0.873 -0.987
H -1.527 -0.649 -0.849
H -1.792 2.852 -0.579
H -0.314 2.305 -0.782
O -1.158 2.176 -0.326
H 1.318 1.419 -2.525
H 2.552 1.547 -1.717
O 1.599 1.385 -1.594
```

Its orbital gap is 11.49 eV. As for the total charge: +1.


Last place for stability: P


P | The following is a DFT calculation (ωB97M-V/def2-TZVPD) of C16H25N5O2 in the gas phase.

Geometry as XYZ:
```
48
C16H25N5O2 | OMol25 | ωB97M-V/def2-TZVPD
C 3.783 3.456 -1.503
C 3.129 3.591 -0.106
C 1.595 3.607 -0.097
C 0.945 2.445 -0.416
C 1.185 1.453 0.752
N 0.550 0.247 0.506
C 0.630 -0.724 -0.731
N 1.729 -0.896 -1.316
C 1.831 -1.712 -2.284
C 3.416 -1.809 -2.769
C 4.031 -1.644 -1.634
C 3.107 -0.519 -0.895
N -0.361 -1.543 -0.947
C -1.378 -1.107 0.026
C -0.830 -0.232 0.651
C -1.671 0.545 1.557
O -1.530 1.706 2.444
N -2.989 -0.135 1.784
C -3.724 0.434 2.796
C -3.504 -1.052 0.953
O -4.460 -1.565 1.294
N -2.602 -1.551 0.269
C -2.918 -2.777 -0.581
H 4.728 3.476 -1.518
H 3.349 2.666 -1.966
H 3.373 4.445 -2.033
H 3.664 2.900 0.497
H 3.759 4.522 0.162
H 1.649 4.376 -0.671
H 1.549 4.078 0.923
H -0.152 2.852 -0.612
H 1.382 1.983 -1.165
H 2.189 1.110 0.893
H 0.804 1.649 1.576
H 1.567 -3.001 -2.045
H 1.243 -1.752 -2.935
H 3.433 -0.985 -3.447
H 3.509 -2.684 -3.475
H 4.186 -2.428 -0.969
H 5.038 -1.345 -1.753
H 3.404 0.390 -0.983
H 3.174 -0.645 0.318
H -4.811 -0.109 2.692
H -3.342 0.371 3.851
H -4.140 1.544 2.250
H -2.990 -2.659 -1.778
H -3.940 -3.105 -0.356
H -2.348 -3.609 -0.515
```

Its orbital gap is 8.59 eV. The structure (SMILES) is CCCCCn1c(N2CCCC2)nc2c1c(=O)n(C)c(=O)n2C. As for the total charge: 0.


Q | The following is a DFT calculation (ωB97M-V/def2-TZVPD) of C16H25N5O2 in the gas phase.

Geometry as XYZ:
```
48
C16H25N5O2 | OMol25 | ωB97M-V/def2-TZVPD
C -3.130 -1.057 2.741
C -3.082 -2.462 2.153
C -3.298 -2.488 0.640
C -2.178 -1.803 -0.141
C -2.319 -2.034 -1.645
C -1.232 -1.310 -2.444
N 0.090 -1.725 -2.051
C 0.926 -0.952 -1.342
N 0.662 0.353 -1.248
C 1.548 1.049 -0.551
N 1.378 2.385 -0.463
C 0.180 3.020 -0.961
C -1.037 2.668 -0.163
C -1.312 2.774 1.170
C -2.615 2.247 1.350
C -3.030 1.859 0.115
O -2.083 2.109 -0.804
N 2.628 0.543 0.055
C 2.797 -0.761 -0.121
O 3.855 -1.362 0.411
C 4.749 -0.557 1.168
C 4.223 -0.280 2.570
N 1.990 -1.557 -0.803
H -3.054 -1.099 3.825
H -2.309 -0.451 2.366
H -4.066 -0.568 2.480
H -2.118 -2.919 2.386
H -3.858 -3.070 2.626
H -4.251 -2.009 0.403
H -3.364 -3.530 0.318
H -2.187 -0.730 0.054
H -1.215 -2.193 0.195
H -3.293 -1.675 -1.982
H -2.268 -3.106 -1.854
H -1.367 -1.507 -3.513
H -1.284 -0.234 -2.268
H 0.301 -2.712 -2.037
H 1.948 2.857 0.219
H 0.014 2.677 -1.985
H 0.346 4.101 -0.959
H -0.672 3.175 1.929
H -3.157 2.173 2.270
H -3.944 1.418 -0.229
H 5.673 -1.140 1.210
H 4.926 0.385 0.639
H 3.310 0.306 2.508
H 4.009 -1.216 3.081
H 4.965 0.275 3.138
```

Its orbital gap is 9.37 eV. The structure (SMILES) is CCCCCCNc1nc(NCc2ccco2)nc(OCC)n1. As for the total charge: 0.


Last place for stability: P


P | The following is a DFT calculation (ωB97M-V/def2-TZVPD) of C4H4N4 in the gas phase.

Geometry as XYZ:
```
12
C4H4N4 | OMol25 | ωB97M-V/def2-TZVPD
H -3.161 -1.125 -0.234
N -3.151 -0.073 -0.136
C -1.960 0.237 0.111
N -0.942 -0.745 0.067
C 0.285 -0.455 0.099
C 0.894 0.899 0.079
N 2.166 0.856 -0.045
C 2.391 -0.553 -0.095
N 1.368 -1.298 0.094
H -1.751 1.283 0.378
H 0.411 1.850 -0.130
H 3.448 -0.875 -0.189
```

Its orbital gap is 8.77 eV. The structure (SMILES) is [H]/N=C\N=C1/C=NC=N1. As for the total charge: 0.


Q | The following is a DFT calculation (ωB97M-V/def2-TZVPD) of C4H4N4 in the gas phase.

Geometry as XYZ:
```
12
C4H4N4 | OMol25 | ωB97M-V/def2-TZVPD
H -1.783 1.617 -1.067
N -0.984 1.429 -0.549
C -0.995 0.257 -0.055
C -1.967 -0.812 0.061
N -2.682 -1.675 0.176
C 0.419 -0.121 0.350
N 1.357 1.071 0.379
C 0.952 -1.332 -0.261
N 1.834 -2.195 -0.437
H 0.444 -0.252 1.427
H 2.175 0.330 0.462
H 1.231 1.683 -0.486
```

Its orbital gap is 9.90 eV. The structure (SMILES) is [H]/N=C(\C#N)[C@H](N)C#N. As for the total charge: 0.


Last place for stability: Q


P | The following is a DFT calculation (ωB97M-V/def2-TZVPD) of an isolated ion of composition C6H10N and charge +1.

Geometry as XYZ:
```
17
C6H10N | OMol25 | ωB97M-V/def2-TZVPD
C 1.142 0.816 0.681
C 1.762 -0.750 -0.623
C -0.789 -1.154 0.603
C 2.266 0.662 -0.332
C 0.505 -0.397 0.201
C -1.676 0.944 -0.383
N -0.859 -0.162 -0.407
H 1.682 0.722 1.652
H 0.608 1.704 0.845
H 1.678 -1.248 -1.559
H 2.467 -1.305 -0.085
H -0.767 -2.194 0.341
H -1.282 -0.912 1.531
H -2.606 0.666 -1.020
H -2.080 1.324 0.605
H -1.210 1.823 -0.720
H -0.841 -0.539 -1.329
```

Its orbital gap is 8.50 eV. As for the total charge: +1.


Q | The following is a DFT calculation (ωB97M-V/def2-TZVPD) of an isolated ion of composition C6H10N and charge +1.

Geometry as XYZ:
```
17
C6H10N | OMol25 | ωB97M-V/def2-TZVPD
C -3.287 -0.122 -1.218
C -2.198 0.090 -0.505
C 1.174 -1.094 -0.025
C -0.912 -0.090 -0.903
C 0.263 0.162 -0.094
C 2.473 0.744 1.134
N 1.799 0.222 -0.098
H -4.204 0.118 -0.683
H -3.407 -0.614 -2.212
H -2.364 0.575 0.479
H 1.116 -1.806 0.774
H 1.166 -1.532 -0.998
H -0.686 -0.599 -1.855
H -0.065 0.561 0.839
H 2.068 0.400 2.100
H 3.512 0.724 1.064
H 2.335 1.888 1.261
```

Its orbital gap (spin up / spin down) is 7.45 / 7.45 eV. As for the total charge: +1.


R | The following is a DFT calculation (ωB97M-V/def2-TZVPD) of a 2-piece molecular cluster, C6H10N overall.

Geometry as XYZ:
```
17
C6H10N | OMol25 | ωB97M-V/def2-TZVPD
C -0.974 -2.238 0.202
C -0.788 -1.109 -0.136
C 1.154 0.006 2.049
C 0.352 0.778 2.800
C -0.234 0.785 -1.877
C -0.652 0.205 -0.608
N 0.311 -0.076 -2.892
H -1.231 -3.074 0.829
H 1.306 -0.980 2.230
H 1.913 0.493 1.542
H -0.319 0.485 3.625
H -1.124 1.325 -2.354
H 0.529 1.533 -1.704
H -0.924 0.994 0.156
H 0.254 -1.106 -2.843
H -0.047 0.156 -3.827
H 0.472 1.823 2.806
```

Its orbital gap (spin up / spin down) is 6.45 / 6.45 eV. As for the total charge: +1.


S | The following is a DFT calculation (ωB97M-V/def2-TZVPD) of an isolated ion of composition C6H10N and charge +1.

Geometry as XYZ:
```
17
C6H10N | OMol25 | ωB97M-V/def2-TZVPD
C 0.158 -0.212 1.812
C -0.189 -1.002 0.537
C 1.080 -1.646 -0.090
N -0.727 0.125 -0.385
C -1.564 1.079 -0.503
C -0.943 1.796 -1.686
C 0.074 0.970 -1.066
H 0.822 -0.824 2.432
H 0.493 0.813 1.536
H -0.774 0.072 2.432
H -1.036 -1.646 0.716
H 1.823 -0.810 -0.283
H 0.823 -1.985 -1.143
H 1.514 -2.377 0.595
H -1.591 1.463 -2.534
H -0.899 2.846 -1.818
H 0.935 1.335 -0.552
```

Its orbital gap (spin up / spin down) is 9.60 / 9.60 eV. The structure (SMILES) is CC(C)[N+]1=C2C[C@@H]21. As for the total charge: +1.


Last place for stability: P